The following is a quantum chemistry calculation of 2 unconnected molecules or ions with the total composition C4H12OS2, from the Open Molecules 2025 dataset.

Output
**ΔE to the lowest compared entry with this formula, charge and spin**: 14.4 kcal per mole
**Molecular weight**: 140.3 u
**SMILES**: CCCSSC.O
**HOMO energy**: -8.94 eV

Geometry as ORCA input:
```
! RIJCOSX wB97M-V def2-TZVPD def2/J DEFGRID3
* xyz 0 1
C -1.57 1.52 0.70
C -1.63 2.28 -0.60
C -0.20 0.89 0.95
S -0.19 -0.81 0.30
S 1.75 -1.53 0.89
C 2.74 -0.63 -0.31
H -2.20 0.62 0.68
H -1.89 2.18 1.52
H -1.17 1.63 -1.36
H -0.96 3.15 -0.54
H -2.61 2.68 -0.93
H -0.01 0.84 2.03
H 0.55 1.62 0.59
H 3.72 -1.04 -0.50
H 2.85 0.46 -0.11
H 2.15 -0.55 -1.24
H 0.09 -4.07 -0.29
H -0.69 -4.67 -1.37
O -0.73 -4.56 -0.40
*
```

=====

The following is a quantum chemistry calculation of 2 unconnected molecules or ions with the total composition C4H12OS2, from the Open Molecules 2025 dataset.

Output
**ΔE to the lowest compared entry with this formula, charge and spin**: 53.1 kcal per mole
**Molecular weight**: 140.3 u
**HOMO energy (alpha / beta)**: -14.24 / -14.24 eV
**⟨S²⟩**: 0.755

Geometry as ORCA input:
```
! RIJCOSX wB97M-V def2-TZVPD def2/J DEFGRID3
* xyz 1 2
C -0.47 -1.32 -1.17
C 1.10 -0.89 -0.75
S 1.27 -1.66 0.97
S 2.52 -0.44 1.97
C 1.90 1.21 1.29
C 0.33 1.41 1.41
H -0.69 -0.98 -2.26
H -1.30 -1.09 -0.62
H -0.27 -2.47 -1.28
H 1.14 0.13 -1.09
H 1.83 -1.39 -1.40
H 2.40 2.15 1.76
H 2.08 1.16 0.14
H -0.04 2.47 1.28
H 0.06 0.85 2.34
H -0.21 0.72 0.65
H -3.50 -0.24 -0.52
H -4.12 -0.12 -1.74
O -4.02 0.50 -0.98
*
```

=====

The following is a quantum chemistry calculation of 2 unconnected molecules or ions with the total composition C4H12OS2, from the Open Molecules 2025 dataset.

Output
**ΔE to the lowest compared entry with this formula, charge and spin**: 7.1 kcal per mole
**Molecular weight**: 140.3 u
**HOMO energy (alpha / beta)**: -14.63 / -14.30 eV
**⟨S²⟩**: 0.755

Geometry as ORCA input:
```
! RIJCOSX wB97M-V def2-TZVPD def2/J DEFGRID3
* xyz 1 2
C -0.46 -1.74 -1.25
C 0.27 -1.25 -2.47
S 1.42 0.28 -2.10
S 0.07 1.61 -1.34
C 0.27 1.47 0.50
C -0.87 2.17 1.24
H -1.15 -2.53 -1.50
H -1.04 -0.91 -0.84
H 0.21 -2.08 -0.45
H -0.39 -1.00 -3.29
H 0.98 -2.04 -2.79
H 0.36 0.39 0.60
H 1.25 1.94 0.75
H -0.62 1.85 2.25
H -1.87 1.85 0.99
H -0.82 3.27 1.25
H 0.53 -0.40 3.14
H 1.12 -1.84 2.86
O 0.76 -1.04 2.46
*
```

=====

The following is a quantum chemistry calculation of 2 unconnected molecules or ions with the total composition C4H12S, from the Open Molecules 2025 dataset.

Output
**ΔE to the lowest compared entry with this formula, charge and spin**: 36.5 kcal per mole
**Molecular weight**: 92.2 u
**SMILES**: CCS.CC
**HOMO energy**: -9.11 eV

Geometry as ORCA input:
```
! RIJCOSX wB97M-V def2-TZVPD def2/J DEFGRID3
* xyz 0 1
C 3.18 0.06 0.53
C 1.79 -0.51 0.82
H 3.94 -0.11 1.28
H 3.68 -0.46 -0.19
H 3.08 0.95 0.12
H 1.18 -0.80 0.05
H 1.22 0.00 1.66
H 2.13 -1.40 1.45
C -2.11 0.00 0.10
C -2.35 1.00 -0.99
S -1.90 -1.66 -0.63
H -1.22 0.30 0.71
H -2.98 0.02 0.64
H -1.41 1.28 -1.53
H -2.40 -1.25 -1.89
H -2.78 2.01 -0.47
H -3.05 0.58 -1.63
*
```

=====

The following is a quantum chemistry calculation of 2 unconnected molecules or ions with the total composition C4H12S, from the Open Molecules 2025 dataset.

Output
**ΔE to the lowest compared entry with this formula, charge and spin**: 2.7 kcal per mole
**Molecular weight**: 92.2 u
**SMILES**: CCS.CC
**HOMO energy**: -9.03 eV

Geometry as ORCA input:
```
! RIJCOSX wB97M-V def2-TZVPD def2/J DEFGRID3
* xyz 0 1
C 0.41 0.55 -1.93
C -0.84 -0.21 -2.31
H 0.91 1.10 -2.73
H 0.22 1.27 -1.14
H 1.11 -0.19 -1.54
H -0.65 -0.74 -3.26
H -1.70 0.43 -2.52
H -1.16 -0.93 -1.56
C -0.37 0.55 2.11
C 0.93 -0.23 2.06
S 0.73 -1.91 1.41
H -0.81 0.59 1.11
H -1.08 -0.03 2.72
H -0.34 1.56 2.50
H 1.41 -0.43 3.01
H 1.64 0.33 1.44
H -0.39 -1.73 0.63
*
```

=====

The following is a quantum chemistry calculation of 2 unconnected molecules or ions with the total composition C4H12S, from the Open Molecules 2025 dataset.

Output
**ΔE to the lowest compared entry with this formula, charge and spin**: 6.3 kcal per mole
**Molecular weight**: 92.2 u
**SMILES**: CSC.CC
**HOMO energy**: -8.44 eV

Geometry as ORCA input:
```
! RIJCOSX wB97M-V def2-TZVPD def2/J DEFGRID3
* xyz 0 1
C 0.59 -1.09 -2.16
C -0.35 -2.93 -0.23
S -0.38 -1.17 -0.61
H 0.03 -0.50 -2.89
H 1.55 -0.62 -1.98
H 0.65 -2.11 -2.55
H -1.28 -3.41 -0.51
H -0.27 -3.04 0.85
H 0.48 -3.44 -0.72
C 0.40 3.75 2.18
C -0.16 2.55 1.40
H 1.18 4.23 1.59
H -0.40 4.47 2.33
H 0.82 3.46 3.14
H -0.99 2.10 1.94
H 0.59 1.85 1.05
H -0.60 2.95 0.49
*
```

=====

The following is a quantum chemistry calculation of 2 unconnected molecules or ions with the total composition C4H12S2, from the Open Molecules 2025 dataset.

Output
**ΔE to the lowest compared entry with this formula, charge and spin**: 36.3 kcal per mole
**Molecular weight**: 124.3 u
**HOMO energy (alpha / beta)**: 1.15 / -5.35 eV
**⟨S²⟩**: 0.751

Geometry as ORCA input:
```
! RIJCOSX wB97M-V def2-TZVPD def2/J DEFGRID3
* xyz -1 2
C -0.73 -1.97 -1.94
S 0.30 -3.39 -1.45
C -0.90 -4.34 -0.45
H -1.33 -1.53 -1.14
H -1.37 -2.11 -2.80
H 0.05 -1.26 -2.21
H -0.48 -4.54 0.53
H -1.86 -3.85 -0.45
H -1.11 -5.29 -0.95
C 1.41 3.15 2.54
S 1.54 3.93 0.93
C 0.25 3.19 -0.08
H 1.79 2.12 2.53
H 0.40 3.11 2.94
H 2.08 3.66 3.19
H -0.40 4.00 -0.38
H 0.77 2.78 -0.95
H -0.41 2.34 0.14
*
```

=====

The following is a quantum chemistry calculation of 2 unconnected molecules or ions with the total composition C4H12S2, from the Open Molecules 2025 dataset.

Output
**ΔE to the lowest compared entry with this formula, charge and spin**: 15.8 kcal per mole
**Molecular weight**: 124.3 u
**SMILES**: CSC.CSC
**HOMO energy**: -8.42 eV

Geometry as ORCA input:
```
! RIJCOSX wB97M-V def2-TZVPD def2/J DEFGRID3
* xyz 0 1
C -2.92 -0.89 -0.17
S -1.95 0.35 -1.12
C -1.25 1.25 0.33
H -2.61 -0.89 0.84
H -2.67 -1.88 -0.54
H -3.96 -0.72 -0.38
H -1.11 0.56 1.15
H -0.32 1.71 -0.01
H -1.96 2.04 0.56
C 2.31 0.58 1.01
S 2.38 0.80 -0.78
C 1.91 -0.88 -1.23
H 2.98 1.32 1.45
H 2.45 -0.41 1.43
H 1.30 0.84 1.33
H 1.91 -1.10 -2.29
H 2.60 -1.56 -0.76
H 0.93 -1.11 -0.81
*
```

=====

The following is a quantum chemistry calculation of 2 unconnected molecules or ions with the total composition C4H12S2, from the Open Molecules 2025 dataset.

Output
**ΔE to the lowest compared entry with this formula, charge and spin**: 6.8 kcal per mole
**Molecular weight**: 124.3 u
**SMILES**: CCS.CCS
**HOMO energy**: -8.79 eV

Geometry as ORCA input:
```
! RIJCOSX wB97M-V def2-TZVPD def2/J DEFGRID3
* xyz 0 1
C -0.84 0.14 2.24
C -1.88 -0.85 1.72
S -0.79 1.59 1.13
H -1.16 0.51 3.21
H 0.16 -0.30 2.32
H -2.84 -0.36 1.67
H 0.35 2.10 1.61
H -1.97 -1.68 2.42
H -1.64 -1.20 0.71
C 0.83 -1.38 -1.30
C -0.41 -1.23 -2.18
S 1.97 0.02 -1.44
H 0.54 -1.44 -0.25
H 1.36 -2.30 -1.55
H -1.19 -0.69 -1.66
H 1.77 0.48 -0.22
H -0.79 -2.22 -2.47
H -0.17 -0.71 -3.11
*
```

=====

The following is a quantum chemistry calculation of 2 unconnected molecules or ions with the total composition C4H12S2Si, from the Open Molecules 2025 dataset.

Output
**ΔE to the lowest compared entry with this formula, charge and spin**: 77.9 kcal per mole
**Molecular weight**: 152.4 u
**HOMO energy**: -8.64 eV

Geometry as ORCA input:
```
! RIJCOSX wB97M-V def2-TZVPD def2/J DEFGRID3
* xyz 0 1
C -2.47 0.72 -0.64
C 2.82 -2.45 -0.73
C -2.14 1.70 0.53
C 1.84 -1.49 -0.09
Si 2.90 -0.06 0.84
S 1.85 1.57 -0.12
S -3.09 1.33 2.05
H -1.76 0.79 -1.34
H -2.44 -0.26 -0.30
H -3.49 0.77 -1.11
H 3.50 -2.04 -1.43
H 3.47 -2.79 0.15
H 2.37 -3.30 -1.17
H -2.29 2.72 0.22
H -1.06 1.54 0.87
H 1.34 -2.05 0.65
H 1.05 -1.18 -0.81
H 1.91 2.65 0.66
H -4.30 1.85 1.78
*
```